1.
{"formula": "H4NS", "method": "ωB97M-V/def2-TZVPD", "total_energy_ha": -455.16561, "charge": -2, "e_above_lowest_kj_mol": 94.1, "spin_multiplicity": 2, "homo_lumo_gap_ev": [2.114, 6.603], "symbols": ["S", "H", "N", "H", "H", "H"], "coordinates": [[0.172, -0.593, -1.817], [1.406, -0.788, -2.249], [-0.333, 0.348, 1.071], [-0.560, 1.318, 1.107], [-0.754, -0.273, 1.724], [0.068, -0.012, 0.163]]}


2.
{"formula": "H4NS", "method": "ωB97M-V/def2-TZVPD", "total_energy_ha": -455.18647, "charge": -2, "e_above_lowest_kj_mol": 39.3, "spin_multiplicity": 2, "homo_lumo_gap_ev": [2.589, 6.785], "symbols": ["N", "H", "H", "H", "S", "H"], "coordinates": [[0.144, -2.381, 0.956], [-0.831, -2.279, 0.874], [0.419, -2.585, -0.009], [0.505, -1.397, 1.066], [0.008, 1.334, -0.489], [-1.237, 1.581, -0.806]]}


3.
{"formula": "H4O2", "method": "ωB97M-V/def2-TZVPD", "smiles": "O.O", "total_energy_ha": -152.85898, "e_above_lowest_kj_mol": 41.9, "homo_lumo_gap_ev": 11.591, "symbols": ["O", "H", "H", "O", "H", "H"], "coordinates": [[-0.807, -0.558, -0.797], [-0.683, -1.348, -0.187], [0.123, -0.563, -1.069], [0.368, 1.136, 0.965], [1.195, 0.875, 0.495], [-0.196, 0.457, 0.594]]}


4.
{"formula": "H4O2", "method": "ωB97M-V/def2-TZVPD", "smiles": "O.O", "total_energy_ha": -152.87039, "e_above_lowest_kj_mol": 11.9, "homo_lumo_gap_ev": 11.907, "symbols": ["O", "H", "H", "O", "H", "H"], "coordinates": [[0.307, 1.804, 0.284], [0.177, 1.407, -0.583], [0.868, 1.174, 0.751], [-0.084, -1.365, -0.049], [-0.851, -1.456, 0.529], [-0.416, -1.564, -0.932]]}


5.
{"formula": "H4O2", "method": "ωB97M-V/def2-TZVPD", "smiles": "O.O", "total_energy_ha": -152.86651, "e_above_lowest_kj_mol": 22.1, "homo_lumo_gap_ev": 11.615, "symbols": ["O", "H", "H", "O", "H", "H"], "coordinates": [[-1.214, -0.024, -0.087], [-1.543, -0.503, 0.672], [-1.119, 0.917, 0.001], [1.455, 0.085, 0.111], [1.938, -0.479, -0.520], [0.484, 0.004, -0.176]]}


6.
{"formula": "H4O2", "method": "ωB97M-V/def2-TZVPD", "smiles": "O.O", "total_energy_ha": -152.86616, "e_above_lowest_kj_mol": 23.0, "homo_lumo_gap_ev": 11.607, "symbols": ["O", "H", "H", "O", "H", "H"], "coordinates": [[-1.533, 0.046, -0.059], [-2.038, 0.576, 0.570], [-2.013, -0.802, -0.169], [1.715, -0.079, 0.080], [1.852, 0.764, -0.525], [0.745, -0.274, -0.039]]}